a:
{"formula": "C5H13NO2", "method": "ωB97M-V/def2-TZVPD", "charge": 0, "orbital_gap_ha": 0.3324, "homo_ev": -8.138, "symbols": ["O", "C", "C", "C", "N", "C", "C", "O", "H", "H", "H", "H", "H", "H", "H", "H", "H", "H", "H", "H", "H"], "coordinates": [[-3.757, -0.106, 0.320], [-2.271, -0.034, 0.544], [-1.698, -1.213, -0.147], [-0.212, -1.066, -0.393], [0.411, 0.124, 0.142], [1.445, 0.734, -0.629], [2.569, 1.489, 0.232], [3.611, 0.483, 0.311], [-4.216, -0.545, 1.046], [-2.130, 0.265, 1.606], [-2.273, 0.845, -0.106], [-2.281, -1.317, -1.082], [-2.169, -2.147, 0.285], [0.098, -1.293, -1.408], [0.382, -1.909, 0.098], [0.344, 0.169, 1.141], [0.951, 1.514, -1.233], [2.024, 0.024, -1.221], [2.378, 1.463, 1.317], [2.870, 2.382, -0.289], [3.923, 0.138, -0.533]]}

b:
{"formula": "C5H13NO2", "method": "ωB97M-V/def2-TZVPD", "charge": 0, "orbital_gap_ha": 0.3788, "homo_ev": -9.650, "symbols": ["C", "C", "O", "N", "C", "C", "C", "H", "H", "H", "H", "H", "H", "H", "H", "H", "H", "H", "O", "H", "H"], "coordinates": [[1.585, -3.199, 0.181], [0.481, -2.324, -0.363], [-0.467, -2.796, -0.972], [0.636, -0.996, -0.180], [-0.393, -0.027, -0.575], [-0.376, 0.197, -2.078], [-0.223, 1.230, 0.267], [1.160, -4.137, 0.497], [2.199, -3.478, -0.692], [2.228, -2.807, 0.955], [1.390, -0.663, 0.392], [-1.341, -0.540, -0.338], [-1.278, 0.705, -2.404], [0.462, 0.839, -2.376], [-0.285, -0.756, -2.598], [-0.486, 1.009, 1.298], [-0.847, 2.017, -0.148], [0.832, 1.512, 0.261], [-1.630, 4.964, 2.652], [-1.687, 5.191, 3.594], [-1.959, 4.059, 2.627]]}

Most stable of them? b.

a:
{"formula": "C5H13NO2", "method": "ωB97M-V/def2-TZVPD", "charge": 0, "orbital_gap_ha": 0.3553, "homo_ev": -8.743, "symbols": ["C", "C", "N", "C", "C", "O", "C", "O", "H", "H", "H", "H", "H", "H", "H", "H", "H", "H", "H", "H", "H"], "coordinates": [[0.335, 0.279, 2.715], [1.116, -0.465, 1.554], [0.959, 0.277, 0.270], [-0.252, 0.019, -0.527], [0.018, -1.261, -1.461], [-1.149, -1.505, -2.206], [-0.596, 1.353, -1.259], [-1.905, 1.272, -1.664], [-0.670, 0.616, 2.381], [0.914, 1.132, 2.812], [0.526, -0.210, 3.710], [2.302, -0.413, 1.828], [0.893, -1.445, 1.367], [1.839, 0.096, -0.262], [-1.044, -0.329, 0.117], [0.053, -1.982, -0.700], [0.851, -1.077, -2.127], [-1.337, -0.682, -2.626], [-0.454, 2.222, -0.575], [0.038, 1.402, -2.206], [-2.437, 0.700, -1.141]]}

b:
{"formula": "C5H13NO2", "method": "ωB97M-V/def2-TZVPD", "charge": 0, "orbital_gap_ha": [0.2821, 0.3437], "homo_ev": [-8.487, -8.841], "symbols": ["C", "C", "N", "O", "H", "H", "H", "H", "H", "H", "H", "C", "C", "C", "O", "H", "H", "H", "H", "H", "H"], "coordinates": [[-1.414, -0.124, -0.393], [1.168, 0.552, -2.079], [0.506, 1.308, -1.032], [0.286, 2.554, -1.563], [-0.043, 3.072, -0.812], [2.126, 1.022, -2.319], [-1.920, 0.809, -0.179], [-1.325, -0.331, -1.454], [-1.860, -0.977, 0.109], [0.551, 0.529, -2.984], [1.332, -0.462, -1.729], [0.450, -1.843, 0.780], [-0.578, 0.037, 2.211], [0.191, -0.345, 0.947], [1.173, 0.432, 0.650], [0.842, -2.062, -0.213], [0.067, -0.138, 3.078], [1.209, -2.146, 1.507], [-0.446, -2.443, 0.947], [-1.494, -0.543, 2.340], [-0.823, 1.099, 2.190]]}

Most stable of them? a.

a:
{"formula": "C5H13NO2", "method": "ωB97M-V/def2-TZVPD", "charge": 0, "orbital_gap_ha": 0.3168, "homo_ev": -7.977, "symbols": ["C", "C", "C", "N", "C", "C", "H", "H", "H", "H", "H", "H", "H", "H", "H", "O", "H", "H", "O", "H", "H"], "coordinates": [[-0.205, -0.326, -2.470], [-0.160, 0.579, -1.527], [-0.795, 0.271, -0.202], [-1.056, 1.357, 0.687], [-1.105, -0.981, 0.270], [-1.256, -1.175, 1.709], [-0.470, -1.368, -2.455], [-0.034, 0.055, -3.517], [-0.021, 1.658, -1.462], [-1.707, 1.411, 1.442], [-1.238, 2.185, 0.156], [-0.827, -1.766, -0.413], [-0.789, -0.399, 2.300], [-0.845, -2.186, 1.803], [-2.246, -1.270, 2.157], [2.655, -0.846, -1.393], [1.948, -0.514, -0.811], [2.329, -1.793, -1.339], [2.058, 2.031, 1.770], [2.489, 1.448, 1.147], [1.276, 1.630, 2.148]]}

b:
{"formula": "C5H13NO2", "method": "ωB97M-V/def2-TZVPD", "charge": 0, "orbital_gap_ha": 0.3184, "homo_ev": -7.841, "symbols": ["C", "C", "C", "C", "C", "N", "O", "O", "H", "H", "H", "H", "H", "H", "H", "H", "H", "H", "H", "H", "H"], "coordinates": [[-0.099, -0.034, 0.553], [-0.848, 0.442, -0.598], [0.352, -1.534, -0.557], [-1.718, 1.994, 0.072], [1.748, -1.980, -0.180], [0.956, 0.770, 0.964], [-0.831, -0.562, 1.582], [-0.049, 0.934, -1.634], [-0.788, 0.041, 2.334], [-0.502, 1.743, -1.918], [-1.725, -0.144, -0.861], [1.616, 0.314, 1.579], [1.416, 1.229, 0.189], [-0.408, -2.238, -0.221], [0.253, -1.479, -1.640], [-2.337, 1.661, 0.904], [-1.000, 2.741, 0.414], [-2.354, 2.396, -0.719], [2.489, -1.282, -0.573], [1.857, -2.044, 0.904], [1.971, -2.967, -0.594]]}

Most stable of them? a.